1.
Entry from OMol25: C40H27AsF5N2O2Pt as an isolated structure at a distorted geometry (ωB97M-V/def2-TZVPD).

```
78
Properties=species:S:1:pos:R:3:forces:R:3
Pt 0.06740 -0.18770 -0.15200 2.404 -0.014 0.418
O -0.98000 0.37570 -2.11860 -0.468 -1.198 2.688
C -0.59370 1.11900 -3.07600 1.010 1.420 -1.048
C -1.48820 1.30410 -4.17750 -0.032 -0.183 0.674
C -1.15290 2.06210 -5.26350 0.244 0.015 0.237
C 0.08170 2.71990 -5.30660 0.450 0.149 0.117
C 0.97880 2.56280 -4.27670 -0.238 0.186 -0.640
C 0.70250 1.74500 -3.17040 -0.526 -0.426 0.396
C 1.79470 1.42170 -2.30750 -0.936 0.335 -0.879
N 1.79970 0.56120 -1.35730 -2.095 0.310 1.808
C 3.04850 0.14460 -0.77550 0.698 -0.910 0.780
C 2.94940 -0.04100 0.74090 0.556 1.147 -0.666
N 1.82120 -0.85930 1.09580 -1.962 0.959 -1.427
C 1.91570 -1.70220 2.05530 -1.034 -0.787 0.765
C 0.87580 -2.47970 2.64240 -0.521 0.199 -0.483
C 1.23630 -3.31500 3.71080 -0.353 -0.416 0.643
C 0.30100 -4.01220 4.44020 0.578 0.054 -0.072
C -1.05300 -3.92240 4.09220 0.189 0.159 -0.236
C -1.44540 -3.15960 3.02790 0.041 0.571 -0.304
C -0.51140 -2.39670 2.25120 1.408 -0.518 1.704
O -0.95550 -1.70450 1.28890 -0.794 2.204 -2.117
H -2.45580 0.83150 -4.09910 -0.072 -0.054 0.002
H -1.84350 2.16250 -6.08820 -0.087 0.014 -0.008
H 0.33220 3.33400 -6.15460 0.074 0.099 -0.094
H 1.94270 3.04690 -4.33530 0.123 0.064 -0.006
H 2.74190 1.89840 -2.58630 -0.032 -0.302 0.169
H 3.84740 0.86210 -0.99730 -0.182 -0.034 -0.029
H 3.30840 -0.81320 -1.24330 0.036 0.054 0.072
H 2.81610 0.94460 1.19740 0.057 -0.105 0.018
H 3.88870 -0.46050 1.12070 -0.211 -0.095 -0.068
H 2.89100 -1.82470 2.54270 -0.053 0.098 -0.380
H 2.28020 -3.38500 3.97890 0.138 0.006 0.074
H 0.60730 -4.61100 5.28550 0.028 -0.043 -0.023
H -1.78780 -4.46610 4.66920 -0.089 0.011 -0.003
H -2.48440 -3.06610 2.74960 -0.088 -0.022 -0.021
F -2.94280 0.35620 0.87340 0.119 0.402 0.297
C -2.17860 1.32830 1.39330 -0.301 -0.765 -0.489
C -0.84120 1.40160 1.03230 0.934 -0.576 -0.305
C -0.10280 2.44260 1.56930 0.706 -0.098 -0.292
F 1.19910 2.56230 1.22090 -0.334 0.085 0.218
C -0.63730 3.37460 2.45330 -0.068 -0.060 -0.043
F 0.11590 4.35560 2.95710 -0.198 -0.340 -0.224
C -1.97690 3.26490 2.81210 -0.038 0.053 0.028
F -2.51550 4.14470 3.65420 0.189 -0.344 -0.315
C -2.75380 2.24100 2.27620 0.026 0.082 0.026
F -4.04110 2.14600 2.61570 0.431 -0.046 -0.195
C -3.30490 -4.06210 -5.26920 -0.016 -0.058 -0.033
C -2.73410 -2.79990 -5.29320 -0.097 0.021 -0.018
C -2.12480 -2.29880 -4.15640 0.079 0.050 0.121
C -2.07130 -3.06650 -3.00230 0.283 0.011 0.237
C -2.66480 -4.32080 -2.96540 0.126 0.022 0.100
C -3.26740 -4.82090 -4.10990 -0.135 0.018 0.014
As -1.03970 -2.37590 -1.47400 -0.217 -0.968 -0.469
C 0.74080 -2.39770 -2.26030 0.189 -0.368 0.014
C 1.21520 -1.65380 -3.32830 -0.036 0.044 -0.078
C 2.50670 -1.84760 -3.78950 -0.065 0.152 -0.005
C 3.33500 -2.76990 -3.16920 0.048 -0.162 0.077
C 2.86790 -3.52930 -2.10810 0.058 0.055 0.101
C 1.56540 -3.36110 -1.64970 0.025 0.226 -0.210
C 0.90280 -4.18500 -0.63570 -0.380 -0.203 0.112
C 1.49530 -5.19070 0.11840 0.048 0.082 0.026
C 0.72140 -5.96140 0.97040 0.148 -0.056 -0.038
C -0.64240 -5.75070 1.07420 -0.112 0.122 -0.004
C -1.24180 -4.72460 0.35890 -0.071 -0.033 -0.181
C -0.47600 -3.95370 -0.49700 0.058 0.068 -0.289
H -3.78730 -4.45250 -6.15330 0.001 -0.041 -0.058
H -2.76960 -2.20710 -6.19590 0.006 0.053 -0.047
H -1.68350 -1.31310 -4.16240 0.047 0.057 -0.101
H -2.64020 -4.91350 -2.05930 0.045 -0.050 -0.056
H -3.71310 -5.80540 -4.09620 -0.032 -0.039 0.025
H 0.58290 -0.92670 -3.81690 -0.031 -0.027 -0.070
H 2.86470 -1.27980 -4.63470 0.044 0.050 -0.115
H 4.33920 -2.92080 -3.53460 0.110 -0.022 -0.027
H 3.51110 -4.26860 -1.65450 0.070 -0.089 0.017
H 2.55660 -5.37730 0.04200 0.099 -0.049 -0.010
H 1.18090 -6.74580 1.55110 0.084 -0.088 0.049
H -1.22900 -6.37210 1.73180 -0.108 -0.060 0.075
H -2.30240 -4.52410 0.45760 0.005 -0.058 0.074
```
Forces are in eV/Å.

Results
ΔE to the lowest compared entry with this formula, charge and spin, eV: 4.588
Frontier orbital gap (spin up / spin down), eV: 4.7 / 4.7
LUMO (spin up / spin down), eV: -5.842 / -5.841
Highest occupied orbital energy (spin up / spin down), eV: -10.51 / -10.51
Charge: +1


2.
Entry from OMol25: a 2-piece molecular cluster, C5H13O2 overall at a distorted geometry (ωB97M-V/def2-TZVPD).

```
20
Properties=species:S:1:pos:R:3:forces:R:3
C -1.88705 1.15976 0.94585 0.284 -1.593 1.039
O -1.13819 1.93345 1.74511 0.345 0.509 -0.288
C -1.11689 -0.19988 0.53786 -1.195 1.757 1.397
C -0.56572 -0.12067 -0.84578 0.657 -1.783 -0.979
C 0.40425 -1.32960 -1.12373 -1.112 -0.304 -0.739
C 1.85709 -0.97664 -1.48412 -0.108 -0.574 1.444
H -2.83945 0.79773 1.45021 0.176 0.127 -0.053
H -2.27624 1.59249 0.00481 0.171 0.366 -0.399
H -1.82115 -1.01864 0.74542 -0.028 -0.247 -0.976
H -0.39288 -0.37344 1.33143 0.546 0.376 -0.128
H 0.03300 0.72820 -1.17704 -0.315 0.684 0.895
H -1.44384 -0.12897 -1.51888 0.467 -0.182 -0.042
H -0.08716 -1.92887 -1.89501 0.349 -0.100 -0.413
H 0.39446 -2.03771 -0.28502 0.119 0.492 0.180
H 2.12800 -0.91867 -2.53259 -0.268 0.315 -0.172
H 2.46781 -1.76702 -1.03542 0.249 -0.009 -0.304
H 2.13790 -0.08739 -0.90840 0.052 0.137 -0.442
H 1.11423 2.07727 1.58072 -0.014 0.416 -0.323
H 1.19790 1.02106 2.45539 -0.110 -0.705 0.626
O 1.83394 1.57756 2.00917 -0.265 0.317 -0.324
```
Forces are in eV/Å.

Results
ΔE to the lowest compared entry with this formula, charge and spin, eV: 1.159
Frontier orbital gap, eV: 6.6
LUMO, eV: 3.913
Highest occupied orbital energy, eV: -2.66
Charge: -1


3.
Entry from OMol25: the molecule C8H13N5O (ωB97M-V/def2-TZVPD).

```
27
Properties=species:S:1:pos:R:3:forces:R:3
N -3.87278 -1.17563 -0.22152 0.064 -0.170 -0.023
C -2.89320 -0.20673 -0.12246 0.487 0.172 -0.049
N -3.30486 1.05972 -0.05258 -0.345 -0.173 -0.039
C -2.37025 1.98787 -0.04741 -0.117 0.086 0.063
N -1.06963 1.79342 -0.01305 0.377 0.016 0.034
C -0.63676 0.52867 -0.04559 -0.467 -0.072 -0.046
N 0.72698 0.32674 -0.02514 -0.026 -0.089 -0.103
C 1.31990 -0.63242 0.88258 0.219 -0.092 0.090
C 2.58121 -1.20325 0.20837 -0.039 -0.094 0.164
O 3.11308 -0.29828 -0.73415 0.093 -0.078 -0.192
C 3.03032 1.03452 -0.28741 -0.014 0.091 0.117
C 1.56438 1.49942 -0.19365 0.139 0.077 -0.217
C -1.53375 -0.54118 -0.19128 -0.223 0.350 0.182
N -1.11268 -1.87113 -0.36678 -0.097 -0.128 0.066
H -3.68472 -2.04202 0.25903 -0.054 0.011 0.044
H -4.79474 -0.80325 -0.04813 0.029 -0.046 0.011
H -2.70696 3.01601 -0.04103 -0.042 0.090 -0.012
H 1.59300 -0.12968 1.82423 -0.087 -0.059 -0.052
H 0.61176 -1.42456 1.11828 0.081 0.029 0.060
H 2.35662 -2.11162 -0.35572 -0.018 0.018 0.083
H 3.33648 -1.44237 0.97372 -0.100 -0.018 -0.083
H 3.57793 1.63083 -1.01820 -0.040 0.040 0.145
H 3.52979 1.13221 0.68822 -0.008 0.023 -0.086
H 1.43734 2.20820 0.63641 0.020 -0.020 -0.096
H 1.24805 1.99548 -1.11222 0.084 0.063 0.105
H -1.81470 -2.41845 -0.84953 0.119 0.024 -0.111
H -0.23183 -1.91253 -0.86501 -0.034 -0.053 -0.057
```
Forces are in eV/Å.

Results
ΔE to the lowest compared entry with this formula, charge and spin, eV: 0.000
Frontier orbital gap, eV: 8.7
LUMO, eV: 0.855
Highest occupied orbital energy, eV: -7.86